# 1
{
  "formula": "C4H7ClO",
  "method": "the ωB97M-V functional and the def2-TZVPD basis",
  "species": ["C", "C", "C", "Cl", "C", "O", "H", "H", "H", "H", "H", "H", "H"],
  "coordinates": [[-0.4966, 1.4365, -0.0987], [-0.1677, -0.0622, 0.1340], [1.1425, -0.4574, 0.7913], [2.6299, -0.2335, -0.2311], [-0.7578, -1.0111, -0.7993], [-1.2285, -0.9469, 0.5184], [-1.5106, 1.4724, -0.4829], [-0.3715, 2.0661, 0.8202], [0.1890, 1.8433, -0.8344], [1.1132, -1.5230, 0.9971], [1.3618, 0.1286, 1.6625], [-0.3785, -1.9980, -1.0193], [-1.5251, -0.7149, -1.4578]],
  "homo_lumo_gap_ha": 0.4163,
  "lumo_ev": 0.91,
  "charge": 0,
  "smiles": "C[C@]1(CCl)CO1",
  "relative_energy_ev": 1.327,
  "homo_ev": -10.416
}



# 2
{
  "formula": "C10H9ClN2O3S",
  "method": "the ωB97M-V functional and the def2-TZVPD basis",
  "species": ["O", "O", "Cl", "O", "C", "C", "C", "C", "C", "C", "C", "C", "C", "N", "N", "S", "C", "H", "H", "H", "H", "H", "H", "H", "H", "H"],
  "coordinates": [[4.4037, -0.5888, 0.0015], [-2.1725, 2.1574, -1.7178], [-2.2721, -2.7536, 3.0517], [0.6051, -1.8429, -2.2342], [3.2573, -0.4570, -0.3919], [1.4263, -1.1708, -1.4098], [1.0561, -0.5924, -0.2291], [-2.7935, -0.5068, 1.5317], [-0.5861, -1.4745, 1.3275], [-2.4621, 0.4568, 0.5934], [-1.8483, -1.5000, 1.8914], [-0.2835, -0.5272, 0.3521], [-1.2136, 0.4309, -0.0654], [2.7892, -1.0154, -1.5619], [2.1975, -0.1085, 0.3921], [-0.8175, 1.6416, -1.4034], [-0.0401, 3.0413, -0.5347], [-0.2774, -1.8964, -1.8134], [-3.7779, -0.4386, 2.0218], [0.1172, -2.2511, 1.5935], [-3.2077, 1.2036, 0.2882], [3.3477, -1.6957, -2.0411], [2.2945, -0.0929, 1.3836], [-0.6015, 3.3003, 0.3855], [-0.1307, 3.8850, -1.1930], [0.9897, 2.7958, -0.2187]],
  "homo_lumo_gap_ha": 0.2971,
  "lumo_ev": 0.12,
  "charge": 0,
  "homo_ev": -7.966
}



# 3
{
  "formula": "C4H13N2O",
  "method": "the ωB97M-V functional and the def2-TZVPD basis",
  "species": ["C", "N", "C", "C", "N", "C", "O", "H", "H", "H", "H", "H", "H", "H", "H", "H", "H", "H", "H", "H"],
  "coordinates": [[0.5488, -1.7367, 1.9255], [0.0625, -1.6863, 0.5435], [-0.8623, -0.6023, 0.2494], [0.0140, 0.5372, -0.2720], [-0.7325, 1.8678, -0.0982], [0.4859, 0.4172, -1.7024], [1.1252, 1.6901, -1.9544], [0.7249, -0.7561, 2.3774], [-0.0536, -2.2514, 2.6857], [1.4933, -2.2735, 1.9134], [-0.3161, -2.6071, 0.3660], [-1.6294, -0.9297, -0.4504], [-1.4148, -0.2540, 1.1370], [0.8368, 0.6616, 0.4285], [-0.6113, 2.1558, 0.8707], [-0.2918, 2.5357, -0.7419], [-1.7262, 1.8170, -0.2762], [1.1330, -0.4582, -1.7659], [-0.3308, 0.2861, -2.4208], [1.5444, 1.5869, -2.8147]],
  "homo_lumo_gap_ha": 0.3537,
  "lumo_ev": -3.33,
  "charge": 1,
  "smiles": "CNC[C@H]([NH3+])CO",
  "relative_energy_ev": 1.989,
  "homo_ev": -12.957
}



# 4
{
  "formula": "C19H17BF7O2S",
  "method": "the ωB97M-V functional and the def2-TZVPD basis",
  "species": ["O", "S", "O", "F", "B", "C", "F", "F", "F", "H", "H", "F", "C", "C", "C", "C", "C", "C", "H", "H", "H", "H", "H", "F", "C", "C", "C", "C", "C", "C", "H", "H", "H", "H", "H", "F", "C", "C", "C", "C", "C", "C", "H", "H", "H", "H", "H"],
  "coordinates": [[2.8650, 0.2491, 1.0717], [2.5512, 1.1610, 2.1335], [2.5788, 0.5154, 3.4072], [3.7082, 2.2886, 2.2043], [0.9109, 2.0427, 1.8664], [-0.3844, 1.0808, 2.0959], [-1.2166, 1.0112, 1.0316], [-1.1467, 1.5728, 3.1154], [-0.1202, -0.2054, 2.4448], [0.8603, 2.9358, 2.6700], [0.8131, 2.5439, 0.8136], [0.0313, -5.6268, -2.2004], [0.5484, -4.5361, -1.5850], [1.2788, -4.7015, -0.4260], [1.8113, -3.5817, 0.2009], [1.6001, -2.3164, -0.3307], [0.8581, -2.1721, -1.4950], [0.3314, -3.2883, -2.1321], [1.4266, -5.6954, -0.0219], [2.3915, -3.6957, 1.1071], [2.0132, -1.4456, 0.1632], [0.6878, -1.1864, -1.9074], [-0.2434, -3.1952, -3.0448], [1.8766, 3.9667, -0.0329], [1.5525, 4.6411, -1.1392], [2.4899, 4.7831, -2.1451], [2.1462, 5.4799, -3.2941], [0.8786, 6.0329, -3.4208], [-0.0491, 5.8840, -2.3985], [0.2848, 5.1798, -1.2509], [3.4742, 4.3505, -2.0234], [2.8686, 5.5920, -4.0922], [0.6145, 6.5795, -4.3173], [-1.0361, 6.3173, -2.4948], [-0.4263, 5.0448, -0.4469], [-5.7989, -3.7698, 0.7966], [-4.5083, -3.4520, 1.0566], [-3.5348, -4.4167, 0.8994], [-2.2118, -4.0865, 1.1621], [-1.8837, -2.8059, 1.5854], [-2.8777, -1.8495, 1.7426], [-4.2005, -2.1719, 1.4713], [-3.8118, -5.4117, 0.5752], [-1.4354, -4.8299, 1.0356], [-0.8526, -2.5523, 1.7927], [-2.6221, -0.8540, 2.0753], [-4.9891, -1.4383, 1.5791]],
  "homo_lumo_gap_ha": 0.3514,
  "lumo_ev": 2.73,
  "charge": -1,
  "homo_ev": -6.834
}



# 5
{
  "formula": "C10H16",
  "method": "the ωB97M-V functional and the def2-TZVPD basis",
  "species": ["C", "C", "C", "C", "C", "C", "C", "H", "H", "H", "H", "H", "H", "H", "H", "C", "C", "C", "H", "H", "H", "H", "H", "H", "H", "H"],
  "coordinates": [[2.3431, 0.0991, -0.9639], [1.8054, -0.4269, 0.3277], [2.4542, -0.1490, 1.5026], [1.9262, -0.5035, 2.7301], [0.8317, -1.3268, 2.8522], [0.2812, -1.7781, 1.6310], [0.6325, -1.2177, 0.4188], [1.8358, 1.0205, -1.3536], [2.3189, -0.5763, -1.8188], [3.3964, 0.3487, -0.9765], [3.4069, 0.3860, 1.5450], [2.3441, 0.0183, 3.5803], [0.2402, -1.5137, 3.7422], [-0.5751, -2.4608, 1.5149], [0.1655, -1.3525, -0.5549], [-1.5399, 1.9936, -0.9194], [-2.6299, 1.1113, -1.5399], [-2.4154, -0.4875, -1.4117], [-0.6386, 1.8084, -1.5058], [-1.6813, 3.0546, -1.0981], [-1.3180, 1.7896, 0.1244], [-2.6592, 1.2160, -2.6276], [-3.6061, 1.2085, -1.0660], [-2.0628, -0.8785, -0.4758], [-1.4748, -0.4885, -1.9745], [-3.3808, -0.8946, -1.6828]],
  "homo_lumo_gap_ha": 0.3689,
  "lumo_ev": 0.99,
  "charge": 0,
  "smiles": "Cc1ccccc1.CCC",
  "relative_energy_ev": 1.488,
  "homo_ev": -9.048
}



# 6
{
  "formula": "C3H5N3",
  "method": "the ωB97M-V functional and the def2-TZVPD basis",
  "species": ["H", "N", "N", "C", "N", "C", "C", "H", "H", "H", "H"],
  "coordinates": [[0.6768, 2.6994, 0.8233], [0.2322, 1.7814, 0.7082], [0.9207, 1.1698, -0.1218], [0.4652, -0.1758, -0.4127], [1.3696, -0.8583, -1.2323], [-0.6416, -0.5867, 0.1625], [-1.6603, -0.6837, 0.9725], [0.9740, -1.6738, -1.6808], [1.8337, -0.2290, -1.8762], [-2.6675, -0.3925, 0.6696], [-1.5027, -1.0510, 1.9875]],
  "homo_lumo_gap_ha": 0.3223,
  "lumo_ev": 0.43,
  "charge": 0,
  "smiles": "[H]/N=N/C(N)=C=C",
  "relative_energy_ev": 3.441,
  "homo_ev": -8.346
}



Copy entry 2 word for word.
{
  "formula": "C10H9ClN2O3S",
  "method": "the ωB97M-V functional and the def2-TZVPD basis",
  "species": ["O", "O", "Cl", "O", "C", "C", "C", "C", "C", "C", "C", "C", "C", "N", "N", "S", "C", "H", "H", "H", "H", "H", "H", "H", "H", "H"],
  "coordinates": [[4.4037, -0.5888, 0.0015], [-2.1725, 2.1574, -1.7178], [-2.2721, -2.7536, 3.0517], [0.6051, -1.8429, -2.2342], [3.2573, -0.4570, -0.3919], [1.4263, -1.1708, -1.4098], [1.0561, -0.5924, -0.2291], [-2.7935, -0.5068, 1.5317], [-0.5861, -1.4745, 1.3275], [-2.4621, 0.4568, 0.5934], [-1.8483, -1.5000, 1.8914], [-0.2835, -0.5272, 0.3521], [-1.2136, 0.4309, -0.0654], [2.7892, -1.0154, -1.5619], [2.1975, -0.1085, 0.3921], [-0.8175, 1.6416, -1.4034], [-0.0401, 3.0413, -0.5347], [-0.2774, -1.8964, -1.8134], [-3.7779, -0.4386, 2.0218], [0.1172, -2.2511, 1.5935], [-3.2077, 1.2036, 0.2882], [3.3477, -1.6957, -2.0411], [2.2945, -0.0929, 1.3836], [-0.6015, 3.3003, 0.3855], [-0.1307, 3.8850, -1.1930], [0.9897, 2.7958, -0.2187]],
  "homo_lumo_gap_ha": 0.2971,
  "lumo_ev": 0.12,
  "charge": 0,
  "homo_ev": -7.966
}